DFT (wB97M-V/def2-TZVPD) results for C18H29N2Tl as an isolated structure in a non-equilibrium geometry.

Geometry (Å):
C (1.4986, -1.9982, -0.4787)
H (1.8826, -2.3342, 0.4931)
H (0.8735, -2.7553, -0.9806)
H (-0.2362, -1.6333, 1.4525)
C (2.5177, -1.2893, -1.3604)
H (2.0682, -0.5326, -2.0378)
H (3.2164, -0.7181, -0.7222)
C (3.2453, -2.3467, -2.2003)
H (3.9974, -1.8963, -2.8595)
H (3.7216, -3.0526, -1.5085)
H (2.5109, -2.9067, -2.7983)
C (-1.9812, 0.9718, -0.6427)
C (-1.1804, 0.7832, -1.8140)
C (-1.2257, -0.6100, -2.1642)
C (-2.0320, -1.2815, -1.1879)
C (-2.5140, -0.3038, -0.2573)
C (-3.3956, -0.5641, 0.9005)
C (-2.2883, -2.7351, -1.1374)
C (-0.5221, -1.2600, -3.2925)
C (-0.4490, 1.8437, -2.5380)
C (-2.2325, 2.2598, 0.0354)
Tl (0.0806, -0.4806, 0.0747)
H (-2.4977, -3.0889, -0.1220)
H (-3.1515, -3.0124, -1.7634)
H (-1.4385, -3.3188, -1.5085)
H (-3.3399, -1.6063, 1.2332)
H (-3.1480, 0.0707, 1.7601)
H (-4.4476, -0.3587, 0.6466)
H (-1.4074, 2.9669, -0.1105)
H (-3.1404, 2.7440, -0.3586)
H (-2.3743, 2.1475, 1.1179)
H (0.3569, 1.4449, -3.1666)
H (-1.1299, 2.3969, -3.2052)
H (0.0027, 2.5856, -1.8636)
H (-0.1268, -2.2538, -3.0411)
H (-1.2127, -1.4034, -4.1381)
H (0.3170, -0.6614, -3.6655)
N (2.2656, 2.8477, 4.9342)
C (1.7466, 2.1937, 3.8707)
C (0.4525, 1.5881, 3.9871)
C (-0.0386, 0.9558, 2.8630)
N (0.6396, 0.9950, 1.6903)
C (1.9092, 1.4535, 1.6024)
C (2.5050, 2.1120, 2.6597)
H (1.7337, 2.8910, 5.7889)
H (3.1826, 3.2596, 4.8544)
H (-0.1412, 1.6417, 4.9194)
H (-0.9874, 0.3885, 2.8487)
H (2.4116, 1.2801, 0.6369)
H (3.5032, 2.5807, 2.5538)

Forces on atoms 1 to 2 (eV/Å):
C 0.948 -0.426 -0.753
H -0.164 -0.039 -0.423

## Properties
Multiplicity ... 1
Orbital gap (spin up / spin down) ... 5.4 / 5.4 eV
E_LUMO (spin up / spin down) ... -9.306 / -9.212 eV
Strongest force on any atom ... 2.91 eV Å⁻¹
Charge ... +2
E_HOMO (spin up / spin down) ... -14.6881 / -14.6248 eV


DFT (wB97M-V/def2-TZVPD) results for one molecule with the formula C18H29N3O.

Geometry (Å):
C (-0.0966, 0.1991, 5.6679)
H (-0.6032, -0.0974, 6.5832)
H (0.7301, -0.4869, 5.5036)
H (0.2980, 1.2033, 5.7966)
C (-1.0890, 0.1779, 4.5110)
N (-0.5951, 0.8592, 3.3247)
C (-1.6572, 1.0248, 2.3441)
C (-1.2579, 1.8968, 1.1591)
H (-0.7684, 2.8001, 1.5130)
H (-2.1513, 2.1787, 0.6068)
H (-0.5913, 1.3775, 0.4753)
H (-2.0394, 0.0552, 1.9760)
H (-2.4837, 1.5162, 2.8673)
C (0.6447, 0.3282, 2.7929)
H (1.3953, 0.3822, 3.5836)
C (0.5951, -1.1059, 2.2394)
C (1.9103, -1.4825, 1.5647)
N (1.7478, -2.7247, 0.8187)
C (2.8060, -2.9632, -0.1462)
C (2.6497, -2.0482, -1.3685)
O (3.5837, -1.7705, -2.0883)
N (1.3685, -1.6380, -1.5176)
C (0.8171, -0.7255, -2.4191)
C (1.5279, -0.2252, -3.5051)
C (0.9360, 0.6845, -4.3685)
C (-0.3647, 1.0870, -4.1454)
C (-1.0771, 0.5870, -3.0576)
C (-0.4994, -0.3146, -2.1925)
H (-1.0521, -0.7073, -1.3497)
C (-2.4531, 1.1832, -3.0117)
H (-3.2220, 0.4532, -2.7582)
H (-2.4819, 1.9772, -2.2596)
C (-2.6312, 1.7613, -4.4245)
H (-3.2651, 2.6467, -4.4334)
H (-3.0903, 1.0082, -5.0670)
C (-1.2070, 2.0551, -4.9232)
H (-1.1079, 1.9274, -6.0011)
H (-0.9118, 3.0796, -4.6785)
H (1.4945, 1.0668, -5.2101)
H (2.5422, -0.5503, -3.6637)
H (0.7526, -1.9707, -0.7806)
H (3.8194, -2.8144, 0.2564)
H (2.7356, -3.9949, -0.5028)
H (1.6702, -3.5040, 1.4641)
H (2.1858, -0.7015, 0.8501)
H (2.7174, -1.5435, 2.3121)
H (0.3789, -1.8134, 3.0423)
H (-0.2040, -1.1839, 1.5002)
H (0.9722, 1.0003, 1.9972)
H (-1.9903, 0.7138, 4.8241)
H (-1.3877, -0.8643, 4.2985)

Forces on atoms 1 to 2 (eV/Å):
C -0.213 -0.070 -0.215
H 0.014 -0.051 0.103

## Properties
Multiplicity ... 1
Orbital gap ... 8.8 eV
E_LUMO ... 0.781 eV
Strongest force on any atom ... 0.48 eV Å⁻¹
ΔE to the lowest compared entry with this formula, charge and spin ... 14.7 kcal per mole
Structure (SMILES) ... CCN(CC)CCCNCC(=O)Nc1ccc2c(c1)CCC2
E_HOMO ... -8.0554 eV


DFT (wB97M-V/def2-TZVPD) results for C18H29N4NaO as an isolated structure in a non-equilibrium geometry.

Geometry (Å):
Na (1.2580, 1.3243, -0.9137)
N (2.8920, 3.0538, -0.4831)
C (3.2968, 2.5037, 0.7492)
C (4.3825, 1.3964, 0.6144)
C (3.8137, -0.0655, 0.3272)
N (3.2885, -0.1428, -1.0423)
H (3.6788, 3.1431, -1.1374)
H (2.4719, 3.9697, -0.4183)
H (2.3233, 2.1481, 1.1264)
H (3.7346, 3.2009, 1.4882)
H (4.9563, 1.2904, 1.5272)
H (5.1875, 1.6277, -0.1108)
H (3.1066, -0.3648, 1.0588)
H (4.6505, -0.7974, 0.4122)
H (2.8930, -1.0840, -1.1594)
H (4.0591, -0.0733, -1.6603)
C (-0.8096, -3.4333, 1.5235)
C (0.0310, -2.9124, 0.4564)
C (0.2865, -1.5966, 0.3947)
C (-0.2997, -0.6905, 1.3473)
C (0.1033, 0.6678, 1.2389)
C (-0.2500, 1.3927, 2.3844)
C (-0.8585, 0.9044, 3.5549)
C (-1.3217, -0.4032, 3.5604)
C (-1.0124, -1.2734, 2.4602)
C (-1.2618, -2.6431, 2.5118)
H (-0.9709, -4.4872, 1.6470)
H (0.3540, -3.6680, -0.3382)
H (0.8982, -1.1916, -0.4201)
H (0.0538, 2.4405, 2.4529)
H (-1.1486, 1.5630, 4.3940)
H (-1.7881, -0.8045, 4.4207)
H (-1.8346, -3.1270, 3.2972)
C (-1.0265, -1.8534, -3.0646)
N (-1.7077, -1.1035, -2.0430)
C (-2.6642, -1.8220, -1.2252)
C (-1.4928, 0.2202, -1.9231)
O (-0.4025, 0.7715, -2.2457)
N (-2.5237, 0.9908, -1.3582)
C (-2.1812, 2.3456, -0.9616)
C (-3.9403, 0.7776, -1.6779)
H (-1.7155, -2.3368, -3.8200)
H (-0.4648, -2.6173, -2.4933)
H (-0.2920, -1.1883, -3.6029)
H (-2.1959, -2.8295, -0.9628)
H (-3.6238, -1.9889, -1.7652)
H (-2.8067, -1.4539, -0.1953)
H (-1.2723, 2.2463, -0.3703)
H (-2.9648, 2.8118, -0.3273)
H (-1.9575, 2.9821, -1.7899)
H (-4.0529, 0.1903, -2.6201)
H (-4.3895, 1.7317, -1.8783)
H (-4.4894, 0.2576, -0.9394)

Forces on atoms 1 to 2 (eV/Å):
Na -0.058 -0.123 0.077
N 0.693 0.982 -2.911

## Properties
Multiplicity ... 1
Orbital gap ... 6.8 eV
E_LUMO ... 0.069 eV
Strongest force on any atom ... 3.15 eV Å⁻¹
ΔE to the lowest compared entry with this formula, charge and spin ... 12.0 kcal per mole
E_HOMO ... -6.7548 eV


DFT (wB97M-V/def2-TZVPD) results for one molecule with the formula C18H29N5O3 in a non-equilibrium geometry.

Geometry (Å):
C (-1.1457, -0.9972, -2.1367)
C (-2.2687, -1.9670, -1.7815)
H (-3.2229, -1.5707, -2.1373)
O (-2.4575, -2.1339, -0.3895)
C (-1.4834, -2.9088, 0.2752)
H (-0.6356, -3.1370, -0.3773)
C (-0.9716, -2.1858, 1.5286)
N (-0.1776, -1.0301, 1.2010)
C (-0.5434, 0.2582, 0.9972)
N (0.4930, 1.0349, 0.7219)
C (1.5661, 0.2196, 0.7225)
C (1.1880, -1.0795, 1.0170)
C (2.1343, -2.1454, 1.1061)
O (1.9127, -3.3152, 1.3652)
N (3.4325, -1.6959, 0.8479)
C (3.8431, -0.4036, 0.5424)
O (5.0079, -0.1344, 0.3375)
N (2.8603, 0.5604, 0.4830)
C (3.1997, 1.9302, 0.1668)
H (2.8480, 2.5852, 0.9632)
H (2.7209, 2.2217, -0.7682)
H (4.2816, 1.9928, 0.0712)
C (4.4656, -2.7170, 0.9199)
H (5.4188, -2.2556, 0.6773)
H (4.4913, -3.1392, 1.9245)
H (4.2357, -3.5151, 0.2143)
C (-1.9532, 0.7424, 1.0549)
N (-2.3387, 1.3642, -0.2026)
C (-3.7754, 1.3519, -0.4067)
C (-4.0965, 1.8304, -1.8193)
C (-3.5406, 3.2321, -2.0432)
C (-2.0409, 3.2376, -1.7508)
C (-1.4444, 4.6320, -1.9085)
H (-1.9115, 5.3267, -1.2134)
H (-1.6018, 5.0016, -2.9192)
H (-0.3756, 4.6146, -1.7089)
C (-1.8071, 2.7090, -0.3360)
H (-0.7383, 2.6648, -0.1226)
H (-2.2810, 3.3937, 0.3925)
H (-1.5477, 2.5560, -2.4512)
H (-3.7273, 3.5524, -3.0701)
H (-4.0420, 3.9369, -1.3749)
H (-5.1776, 1.8185, -1.9692)
H (-3.6419, 1.1429, -2.5342)
H (-4.1319, 0.3270, -0.2768)
H (-4.2939, 1.9971, 0.3269)
H (-2.6088, -0.1134, 1.2181)
H (-2.0605, 1.4416, 1.9056)
H (-1.8186, -1.8869, 2.1482)
H (-0.3331, -2.8768, 2.0836)
H (-1.9382, -3.8577, 0.5920)
H (-2.0984, -2.9446, -2.2556)
H (-1.1186, -0.8557, -3.2140)
H (-1.3257, -0.0411, -1.6478)
H (-0.1780, -1.3818, -1.8188)

Forces on atoms 1 to 2 (eV/Å):
C -0.215 -0.243 0.231
C 0.106 0.110 -0.359

## Properties
Multiplicity ... 1
Orbital gap ... 9.1 eV
E_LUMO ... 0.730 eV
Strongest force on any atom ... 1.44 eV Å⁻¹
ΔE to the lowest compared entry with this formula, charge and spin ... 12.0 kcal per mole
Structure (SMILES) ... CCOCCn1c(CN2CCC[C@@H](C)C2)nc2c1c(=O)n(C)c(=O)n2C
E_HOMO ... -8.3335 eV


Look up the multiplicity of the fourth one. 1